Entry 1:
The following is a quantum chemistry calculation of 2 unconnected molecules or ions with the total composition C3H11N3 in a non-equilibrium geometry, from the Open Molecules 2025 dataset.

Results
Maximum force in eV Å⁻¹: 3.732
2S+1: 1
Calculated total energy in hartree: -284.831704
ΔE to the lowest compared entry with this formula, charge and spin in eV: 9.418
Charge: 0
Kohn-Sham gap in eV: 3.50

XYZ file:
```
17
Properties=species:S:1:pos:R:3:forces:R:3:nbo_charge:R:1
C 0.18665 -0.09238 0.16532 2.104 1.095 -0.204 -0.4888
N 1.30605 0.74492 -0.20776 -1.196 -0.832 0.025 -0.2797
C 1.69560 0.54146 -1.53147 -0.456 1.435 -2.186 -0.1203
N 1.57987 1.86897 -2.37549 2.246 -0.324 -0.376 -0.8324
C -2.33275 -2.17671 1.93012 0.800 2.113 -0.431 -0.4864
N -2.12888 -0.65380 2.02851 -1.619 -0.451 -3.332 -0.5835
H 0.01435 0.14178 1.16607 -0.312 -0.256 1.755 0.2306
H 0.48940 -1.14956 0.03428 -0.722 0.051 -0.148 0.2097
H -0.79208 0.18209 -0.31387 0.090 -0.475 -0.418 0.2297
H 0.97110 -0.13092 -2.11450 1.415 0.325 0.790 0.1685
H 2.80615 0.24042 -1.59328 -1.586 0.126 0.085 0.2173
H 2.53804 2.17856 -2.67905 -0.945 -1.015 0.052 0.3466
H 1.36272 2.72800 -1.88948 -0.832 -0.388 1.070 0.3647
H -1.52144 -2.80577 1.52040 -0.011 0.703 0.105 0.2088
H -3.30664 -2.60674 1.72614 -0.148 0.392 -0.034 0.1955
H -3.06444 -0.24137 1.70794 1.279 -0.513 0.808 0.3266
H -2.09342 -1.89138 2.93468 -0.107 -1.988 2.439 0.2931
```
Forces are in eV/Å.



Entry 2:
The following is a quantum chemistry calculation of a molecular structure, C13H24Cl2NNiO4P2 in a non-equilibrium geometry, from the Open Molecules 2025 dataset.

Results
Maximum force in eV Å⁻¹: 1.608
2S+1: 3
Calculated total energy in hartree: -3976.658499
ΔE to the lowest compared entry with this formula, charge and spin in eV: 0.000
Charge: +1
Kohn-Sham gap (alpha / beta) in eV: 8.46 / 6.93

XYZ file:
```
47
Properties=species:S:1:pos:R:3:forces:R:3:nbo_charge:R:1
Ni 0.00006 0.10674 -0.08893 -0.605 0.159 0.679 0.4192
P -1.26531 -1.22120 -1.13189 -0.775 -0.478 0.496 0.8610
C -0.01787 -1.71999 -2.28010 0.330 -0.227 -1.129 -0.4184
C 1.02202 -0.79598 -2.52028 0.818 1.278 0.533 0.1257
N 1.08634 0.26688 -1.61554 0.690 0.151 -1.144 -0.5413
C 1.91387 1.32052 -1.77916 -0.510 -0.712 -0.151 0.2466
C 2.79459 1.36099 -2.85683 0.054 0.035 -0.065 -0.2149
C 2.83546 0.27024 -3.73349 0.087 0.176 -0.039 -0.1431
C 1.97846 -0.80730 -3.56497 -0.423 -0.387 -0.118 -0.1980
C 1.80908 2.42560 -0.74778 0.181 -0.063 -0.142 -0.7606
P 0.98520 1.76677 0.74606 0.473 0.409 0.883 0.8857
H 1.97525 -1.65846 -4.25025 0.122 0.365 0.159 0.2400
H 3.42456 2.24670 -2.98089 -0.139 -0.471 -0.082 0.2404
H 3.53903 0.29133 -4.56927 -0.253 -0.110 0.282 0.2439
H 2.80737 2.79522 -0.48724 -0.181 0.158 -0.191 0.2565
H 1.19008 3.25752 -1.11795 0.282 -0.212 -0.075 0.2704
H 2.11508 -5.58439 0.65725 -0.063 -0.119 0.043 0.4774
H -0.11751 -2.57889 -2.92861 0.147 -0.184 -0.016 0.2322
H 0.83558 -1.04069 4.24474 0.050 -0.296 -0.010 0.4697
O 2.01505 -4.63955 0.80207 0.465 0.343 -0.197 -0.9483
H 2.88921 -4.27804 0.57635 -0.445 -0.162 0.162 0.4721
H -1.90319 0.63086 1.14753 -1.209 0.762 -0.247 0.4879
O 1.64284 -1.48988 3.96484 -0.178 -0.238 -0.413 -0.9459
H 1.36440 -2.29348 3.48708 0.076 0.522 0.391 0.4798
C 2.35892 1.25217 1.80962 0.153 0.203 0.113 -0.9442
H 3.04248 2.09196 1.98954 -0.077 -0.246 0.113 0.2358
H 1.95563 0.85850 2.75058 0.228 0.102 -0.175 0.2683
H 2.89416 0.43480 1.31229 -0.050 0.159 0.139 0.2504
C 0.21669 3.18597 1.55469 0.065 0.327 0.160 -0.9514
H -0.44052 2.80779 2.35018 0.221 0.247 -0.192 0.2578
H 0.98162 3.85544 1.97660 -0.308 -0.138 -0.076 0.2456
H -0.39361 3.73936 0.82786 0.097 -0.172 0.235 0.2577
C -2.71456 -0.61498 -2.05633 -0.138 0.016 -0.065 -0.9344
H -3.40481 -1.44039 -2.29217 0.236 0.306 0.082 0.2482
H -3.19753 0.12956 -1.40297 0.032 -0.302 -0.444 0.2744
H -2.38922 -0.14187 -2.99188 -0.126 -0.013 0.297 0.2555
C -1.82816 -2.65795 -0.20508 -0.244 -0.519 -0.262 -0.9508
H -2.43687 -2.29188 0.63271 0.129 -0.183 -0.237 0.2547
H -2.42652 -3.32402 -0.83748 0.059 -0.019 0.249 0.2397
H -0.95659 -3.19697 0.18242 -0.184 0.085 0.005 0.2653
Cl -3.82340 -0.98581 2.75835 0.184 0.193 0.189 0.0111
C -3.84995 0.79292 2.79158 -0.262 0.149 0.175 -0.3164
Cl -2.52076 1.51705 3.76115 -0.335 -0.433 -0.318 -0.0069
C -3.80740 1.28092 1.34476 -0.226 0.917 -0.362 0.7484
O -4.76158 1.80841 0.82997 1.123 -0.760 0.494 -0.5073
O -2.62518 1.15650 0.68862 0.055 -0.476 0.502 -0.7089
H -4.79250 1.11101 3.25222 0.372 -0.139 -0.235 0.2696
```
Forces are in eV/Å.



Entry 3:
The following is a quantum chemistry calculation of a gas-phase ion, C10H12N3O2 (charge +1) in a non-equilibrium geometry, from the Open Molecules 2025 dataset.

Results
Maximum force in eV Å⁻¹: 6.434
2S+1: 1
Calculated total energy in hartree: -702.623891
ΔE to the lowest compared entry with this formula, charge and spin in eV: 1.815
Charge: +1
SMILES: CC(=O)O/C=C1\N=C[N@+]2(C)C=CN=C[C@H]12
Kohn-Sham gap in eV: 8.88

XYZ file:
```
27
Properties=species:S:1:pos:R:3:forces:R:3:nbo_charge:R:1
C -5.26591 0.49573 -0.37207 0.799 0.089 0.918 -0.7172
C -4.09262 -0.33518 0.10631 -1.099 -1.237 -0.356 0.8010
O -4.18350 -1.41719 0.60854 0.290 0.406 0.089 -0.5482
O -2.84782 0.22578 -0.16799 0.909 -0.142 0.286 -0.4871
C -1.76416 -0.47823 0.27418 2.296 1.899 -2.507 0.2135
C -0.47111 -0.18207 -0.16221 -3.107 -0.491 1.794 0.0011
N -0.09142 0.88214 -0.96036 -1.121 -0.197 -0.849 -0.3125
C 1.12846 1.03148 -0.91245 1.003 0.892 0.532 0.2445
N 1.79747 0.18835 0.21295 -0.589 0.355 -1.050 -0.2859
C 1.94745 1.18024 1.28614 -3.494 -2.648 4.708 -0.4056
C 3.04980 -0.28634 -0.28758 2.366 0.993 0.107 -0.1061
C 3.20359 -1.50416 -0.73434 2.095 -1.830 -0.571 0.0099
N 2.15938 -2.37036 -0.87528 -1.702 -2.203 -0.698 -0.4040
C 1.03239 -2.14825 -0.37000 -0.872 1.454 0.770 0.1824
C 0.76536 -0.86345 0.42996 -2.136 -0.956 1.024 -0.1763
H -6.13609 -0.16404 -0.60233 0.795 0.731 0.398 0.2677
H -4.92807 1.08907 -1.20864 -0.213 0.113 -0.389 0.2455
H -5.42405 1.21526 0.46803 -0.461 -0.527 -0.639 0.2576
H -1.92630 -1.33465 0.86182 -0.443 -0.801 0.930 0.2217
H 1.75449 1.82206 -1.32288 -0.075 -0.351 -0.144 0.2405
H 0.89118 1.67886 1.50047 2.224 -1.401 -0.171 0.2561
H 2.47799 0.73043 2.24508 -1.546 0.568 -1.928 0.2598
H 2.55216 1.90640 1.01233 2.909 3.453 -1.809 0.2176
H 3.87467 0.43890 -0.36280 -0.654 -0.224 0.447 0.2514
H 4.18806 -2.01352 -1.05816 -1.493 1.622 0.546 0.2615
H 0.03936 -2.68705 -0.48732 1.738 -0.112 -0.232 0.2256
H 0.41648 -1.11680 1.49767 1.584 0.547 -1.207 0.2856
```
Forces are in eV/Å.



Entry 4:
The following is a quantum chemistry calculation of a single C3H7N3O molecule in a non-equilibrium geometry, from the Open Molecules 2025 dataset.

Results
Maximum force in eV Å⁻¹: 12.574
2S+1: 1
Calculated total energy in hartree: -357.810791
ΔE to the lowest compared entry with this formula, charge and spin in eV: 6.506
Charge: 0
SMILES: [H]/N=C(/N)N(O)C=C
Kohn-Sham gap in eV: 9.15

XYZ file:
```
14
Properties=species:S:1:pos:R:3:forces:R:3:nbo_charge:R:1
H 0.08674 -0.48522 1.84491 1.255 -0.720 -0.855 0.3575
N 1.00506 -0.52584 1.36455 -0.258 0.828 -2.255 -0.7460
C 0.89088 -0.33927 0.05835 -1.133 -3.681 2.101 0.5356
N 1.87555 -0.70373 -0.77789 2.100 0.586 -2.118 -0.8455
N -0.41076 -0.29396 -0.58062 0.013 1.448 2.341 -0.1913
O -0.63280 -0.59581 -1.90188 4.278 11.789 0.919 -0.5396
C -1.19780 0.77373 -0.05115 -2.660 -1.427 0.728 -0.0124
C -1.14694 1.05554 1.34118 -4.636 4.323 -4.489 -0.5206
H 1.84972 -0.21881 -1.77897 0.680 -1.824 3.127 0.4196
H 2.70974 -1.19024 -0.28249 -1.828 1.707 -1.716 0.4356
H -0.88916 -1.36245 -2.09088 -3.312 -10.490 -0.949 0.4629
H -2.09626 0.92111 -0.90505 2.372 0.339 2.961 0.2361
H -0.36747 0.96470 1.94902 3.006 -0.905 1.897 0.1992
H -1.67651 2.00025 1.81089 0.123 -1.974 -1.693 0.2089
```
Forces are in eV/Å.